Record 1
Molecular formula: C2H2Cl2Si
Method: DFT, ωB97M-V/def2-TZVPD

The geometry in XYZ format:
```
7
Properties=species:S:1:pos:R:3
Cl -1.68910 -1.99271 -0.10672
Cl -2.36892 1.96254 0.15263
Si -0.65454 -0.48844 0.62727
C 0.85765 -0.04742 -0.29962
C 1.83976 0.25048 -0.93143
H 2.69746 0.51882 -1.48231
H -0.68231 -0.20327 2.04019
```

Calculated values
- ΔE to the lowest compared entry with this formula, charge and spin (kJ/mol) = 236.44
- LUMO level (eV) = -1.5
- HOMO-LUMO gap (eV) = 7.86

---

Record 2
Molecular formula: C11H23InNO3
Method: DFT, ωB97M-V/def2-TZVPD

The geometry in XYZ format:
```
39
Properties=species:S:1:pos:R:3
In 2.92157 -0.35533 -0.49516
O 4.62771 -1.06331 -2.49728
O -0.23226 0.34152 -1.13203
O 1.96982 -2.09030 -2.56314
N -0.39178 0.31114 0.26721
C -1.20100 -0.73216 2.29896
C -1.67048 2.44106 0.40329
C -0.38929 1.61978 2.36164
C 0.73931 2.53467 0.34894
C 2.77058 -2.41627 -3.44267
C -0.41424 1.66272 0.83724
C -1.39035 0.65377 2.93890
C -0.73342 -2.09612 0.33315
C 4.20881 -1.55827 -3.56531
C -2.73628 -0.54529 0.24649
C -1.31767 -0.75164 0.76237
H 0.66494 2.84901 -0.69176
H -1.71850 3.45980 0.79769
H -0.59472 2.64678 2.67809
H -1.86153 2.45501 -0.67159
H 0.58736 1.42986 2.81885
H 2.25756 -2.52003 -4.41017
H -1.11723 0.45909 -1.51110
H -1.21278 0.38008 3.98216
H -0.78404 -2.34904 -0.73002
H -3.22575 -1.51141 0.39132
H 3.94517 -0.66050 -4.18113
H 5.00429 -2.05510 -4.13715
H 0.74214 3.47775 0.89719
H -2.02810 -1.36908 2.62935
H -2.62981 2.10093 0.80655
H 1.70570 2.04865 0.53055
H -1.25661 -2.94540 0.77698
H 3.26858 -3.39669 -3.25640
H -3.31039 0.16303 0.83889
H 0.31990 -2.08970 0.61886
H -2.78804 -0.24190 -0.79806
H -2.44542 0.91797 2.86855
H -0.28372 -1.20508 2.64978
```

Calculated values
- ΔE to the lowest compared entry with this formula, charge and spin (kJ/mol) = 35.94
- LUMO level (eV) = -7.0
- HOMO-LUMO gap (eV) = 4.48
- net charge = +1

---

Record 3
Molecular formula: BH20O8
Method: DFT, ωB97M-V/def2-TZVPD

The geometry in XYZ format:
```
29
Properties=species:S:1:pos:R:3
O -1.21545 3.15145 -0.78476
O 1.93355 0.18345 -2.21976
O 2.67255 -2.89655 1.18424
O 1.64555 3.71945 1.53324
O -1.36145 -3.57655 0.50924
O 2.08455 0.41345 3.02924
O -3.99145 0.01645 0.34024
O -1.38745 -0.20455 -3.98176
B -0.25745 -0.27355 0.36524
H -2.05145 -0.06655 -3.32576
H 1.69055 0.30645 2.25724
H 1.60255 -0.52855 -2.78976
H 0.53155 0.69345 0.71524
H 1.91655 -0.18155 3.67424
H 3.34055 -2.41955 0.89024
H -3.11245 0.26145 0.43224
H -1.22745 -0.20555 1.15024
H -0.64545 -0.74455 -3.77076
H -2.20245 -3.83155 0.99624
H -0.81445 2.32145 -0.48276
H -3.96745 -0.20555 -0.58676
H -0.75545 -0.10055 -0.67476
H 2.15355 2.91345 1.49824
H -1.30245 -2.66855 0.56624
H 1.55955 4.18945 0.63424
H 1.39055 0.11745 -1.50476
H -0.41145 3.63345 -0.96076
H 1.77855 -2.66955 0.87824
H 0.40355 -1.34755 0.42824
```

Calculated values
- ΔE to the lowest compared entry with this formula, charge and spin (kJ/mol) = 196.94
- LUMO level (eV) = 2.9
- HOMO-LUMO gap (eV) = 9.39
- net charge = -1

---

Record 4
Molecular formula: C2H8N3P2
Method: DFT, ωB97M-V/def2-TZVPD

The geometry in XYZ format:
```
15
Properties=species:S:1:pos:R:3
P -1.31080 0.80254 1.49085
P -0.27158 1.53129 -0.31146
N 0.23922 2.84833 -0.92645
N -0.85435 -0.70818 1.24361
N 1.34383 -0.80318 -0.55346
C 0.93922 0.33138 -0.09514
C 0.65324 -1.76166 -1.40952
H 1.39837 -2.35768 -1.71489
H -2.63758 1.21098 1.68395
H -1.12191 -1.41767 1.85091
H -0.38300 1.49953 2.25858
H 0.04543 -1.24621 -2.12083
H -0.01982 -2.38459 -0.70920
H -0.26433 3.65523 -0.68200
H 2.24406 -1.20011 -0.00496
```

Calculated values
- ΔE to the lowest compared entry with this formula, charge and spin (kJ/mol) = 426.60
- LUMO level (alpha / beta) (eV) = -5.5 / -5.5
- HOMO-LUMO gap (alpha / beta) (eV) = 7.83 / 7.83
- net charge = +1

---

> Which formula does entry 2 have?

C11H23InNO3

---

Repeat the fourth record exactly.
Molecular formula: C2H8N3P2
Method: DFT, ωB97M-V/def2-TZVPD

The geometry in XYZ format:
```
15
Properties=species:S:1:pos:R:3
P -1.31080 0.80254 1.49085
P -0.27158 1.53129 -0.31146
N 0.23922 2.84833 -0.92645
N -0.85435 -0.70818 1.24361
N 1.34383 -0.80318 -0.55346
C 0.93922 0.33138 -0.09514
C 0.65324 -1.76166 -1.40952
H 1.39837 -2.35768 -1.71489
H -2.63758 1.21098 1.68395
H -1.12191 -1.41767 1.85091
H -0.38300 1.49953 2.25858
H 0.04543 -1.24621 -2.12083
H -0.01982 -2.38459 -0.70920
H -0.26433 3.65523 -0.68200
H 2.24406 -1.20011 -0.00496
```

Calculated values
- ΔE to the lowest compared entry with this formula, charge and spin (kJ/mol) = 426.60
- LUMO level (alpha / beta) (eV) = -5.5 / -5.5
- HOMO-LUMO gap (alpha / beta) (eV) = 7.83 / 7.83
- net charge = +1

---

> Among the records above, which one has the highest ΔE to the lowest compared entry with this formula, charge and spin?

C2H8N3P2

---

> Which formula does entry 2 have?

C11H23InNO3